1.
2 unconnected molecules or ions with the total composition C2H7NO3 at a distorted geometry, computed with ωB97M-V/def2-TZVPD.

```
13
Properties=species:S:1:pos:R:3:forces:R:3
O -2.063 -0.919 -1.267 -0.266 -0.163 -0.044
C -1.241 -0.177 -0.812 0.440 0.217 -0.191
O -1.344 0.360 0.423 0.015 0.131 0.053
C -0.031 0.337 -1.607 -0.664 -0.386 0.692
N 1.157 0.670 -0.891 0.292 0.613 -0.446
H -2.229 0.131 0.745 0.050 -0.145 0.085
H -0.455 1.213 -2.090 0.257 0.238 -0.272
H 0.144 -0.415 -2.369 0.066 -0.071 -0.199
H 1.245 1.621 -0.558 -0.131 -0.468 0.161
H 1.555 -0.037 -0.305 -0.027 0.003 0.205
H 0.438 -0.593 2.616 0.009 -0.002 0.056
H 1.817 -1.213 2.823 -0.113 0.017 0.118
O 1.008 -0.978 3.293 0.073 0.016 -0.217
```
Positions in Å, forces in eV/Å.

Calculated values
Kohn-Sham gap (eV): 9.910
Structure (SMILES): NCC(=O)O.O
Energy relative to the best compared isomer or geometry (same formula, charge and spin) (kJ/mol): 68.7
E_tot (hartree): -360.8875
HOMO (eV): -9.4876

Here are the Mulliken charges for atoms 1 to 6, given in e: O -0.5507; C 0.5596; O -0.4231; C -0.4253; N -0.4541; H 0.3242


2.
2 unconnected molecules or ions with the total composition C2H7NO3 at a distorted geometry, computed with ωB97M-V/def2-TZVPD.

```
13
Properties=species:S:1:pos:R:3:forces:R:3
O 0.471 0.709 1.268 -0.061 0.644 0.262
C -0.199 0.235 0.402 1.182 -0.468 -0.931
O 0.030 0.515 -0.948 0.317 -0.602 0.753
C -1.062 -0.970 0.612 -0.949 -0.021 0.759
N -2.433 -0.972 0.098 0.540 0.183 -0.286
H 1.012 0.401 -1.055 -0.730 0.742 0.063
H -1.177 -1.158 1.683 0.346 0.248 -0.050
H -0.412 -1.758 0.250 -0.300 -0.533 -0.456
H -2.472 -0.749 -0.895 0.102 -0.009 0.196
H -2.873 -0.210 0.601 -0.432 -0.081 -0.245
H 2.608 1.953 -0.456 0.027 -0.006 0.104
H 3.709 0.977 -0.916 0.312 0.041 -0.133
O 2.796 1.028 -0.642 -0.354 -0.139 -0.037
```
Positions in Å, forces in eV/Å.

Calculated values
Kohn-Sham gap (eV): 9.972
Structure (SMILES): NCC(=O)O.O
Energy relative to the best compared isomer or geometry (same formula, charge and spin) (kJ/mol): 94.3
E_tot (hartree): -360.8777
HOMO (eV): -9.4736

Here are the Mulliken charges for atoms 1 to 6, given in e: O -0.5026; C 0.5370; O -0.4973; C -0.4265; N -0.6052; H 0.3896


3.
A gas-phase ion, C2H7NO3P (charge -1) at a distorted geometry, computed with ωB97M-V/def2-TZVPD.

```
14
Properties=species:S:1:pos:R:3:forces:R:3
C -1.454 0.193 -0.130 -0.744 2.677 1.200
C -0.237 0.895 0.501 -0.920 -1.668 1.326
N 0.906 -1.880 -0.130 -0.738 0.348 -1.396
O 1.534 0.183 -1.548 -1.049 -0.615 3.865
O 2.181 -0.171 1.116 0.664 0.237 0.180
O -0.110 2.241 0.117 0.814 0.251 -1.394
P 1.242 -0.248 -0.033 1.267 2.367 -2.662
H -2.357 0.871 -0.014 0.900 -0.579 -0.910
H -1.120 -0.093 -1.086 -0.522 -0.121 -1.726
H -1.720 -0.662 0.418 -0.073 -1.423 0.832
H -0.481 0.985 1.617 0.978 -0.585 -1.210
H 0.827 -2.339 0.731 -0.203 -0.758 1.155
H 0.321 -2.224 -0.879 0.057 -0.002 0.172
H 0.470 2.249 -0.680 -0.431 -0.128 0.569
```
Positions in Å, forces in eV/Å.

Calculated values
Kohn-Sham gap (eV): 8.571
Structure (SMILES): C[C@H](O)[P@@](N)(=O)[O-]
Energy relative to the best compared isomer or geometry (same formula, charge and spin) (kJ/mol): 61.4
Total charge: -1
E_tot (hartree): -702.3561
HOMO (eV): -4.5010

Here are the Mulliken charges for atoms 1 to 6, given in e: C -1.2407; C 0.1231; N -0.5240; O -0.7972; O -0.7802; O -0.5708


4.
2 unconnected molecules or ions with the total composition C2H7NOS at a distorted geometry, computed with ωB97M-V/def2-TZVPD.

```
12
Properties=species:S:1:pos:R:3:forces:R:3
C 2.047 4.181 -0.506 0.649 -0.813 -1.219
S 2.823 2.902 0.478 -0.358 2.176 1.597
H 1.441 4.909 0.115 -1.102 -1.932 -0.371
H 1.847 3.374 -1.434 -0.563 3.213 1.917
H 2.533 5.179 -0.820 1.013 -1.870 -0.431
H 2.622 3.466 1.784 0.372 -0.773 -1.488
C -1.746 -4.215 -0.321 -1.075 -5.104 -0.340
N -2.437 -3.554 0.609 0.190 -0.068 1.767
O -1.592 -5.447 -0.172 0.938 2.480 -0.605
H -1.594 -3.766 -1.312 0.484 0.528 0.382
H -3.047 -2.896 0.258 -1.233 2.070 -0.708
H -2.897 -4.133 1.321 0.685 0.095 -0.499
```
Positions in Å, forces in eV/Å.

Calculated values
Expectation value of S²: 0.75
Kohn-Sham gap (spin up / spin down) (eV): 6.506 / 2.088
Energy relative to the best compared isomer or geometry (same formula, charge and spin) (kJ/mol): 243.9
Total charge: +1
E_tot (hartree): -608.1636
HOMO (spin up / spin down) (eV): -11.5012 / -11.5012
Spin multiplicity: 2

Here are the Mulliken charges for atoms 1 to 6, given in e: C -0.6666; S 0.2767; H 0.3554; H 0.3380; H 0.3944; H 0.3021


5.
C2H7NS in the gas phase at a distorted geometry, computed with ωB97M-V/def2-TZVPD.

```
11
Properties=species:S:1:pos:R:3:forces:R:3
C -0.511 0.604 0.009 1.223 -0.171 -1.444
C 0.397 -0.693 0.304 -0.413 1.494 -0.669
S 0.542 -1.033 2.051 0.610 1.198 0.942
N 0.047 1.034 -1.343 -0.927 -2.244 1.237
H -1.636 0.473 -0.089 1.413 -0.159 0.698
H -0.240 1.416 0.753 -0.531 -1.067 -0.773
H 0.087 -1.585 -0.213 -0.486 -0.196 -0.282
H 1.356 -0.386 -0.191 -0.606 -0.438 0.976
H 0.192 -2.281 2.230 -0.333 -0.847 -0.477
H -0.359 0.437 -2.095 0.466 1.627 0.661
H 0.123 2.015 -1.416 -0.417 0.803 -0.870
```
Positions in Å, forces in eV/Å.

Calculated values
Kohn-Sham gap (eV): 9.930
Structure (SMILES): NCCS
Energy relative to the best compared isomer or geometry (same formula, charge and spin) (kJ/mol): 73.8
E_tot (hartree): -533.3024
HOMO (eV): -8.8891

Here are the Mulliken charges for atoms 1 to 6, given in e: C -0.3877; C -0.5628; S -0.2542; N -0.5222; H 0.2239; H 0.3424


6.
2 unconnected molecules or ions with the total composition C2H7NS at a distorted geometry, computed with ωB97M-V/def2-TZVPD.

```
11
Properties=species:S:1:pos:R:3:forces:R:3
S -0.970 -1.071 2.650 0.427 -0.734 -0.769
H -1.122 -2.413 2.901 0.142 0.766 -0.190
C 0.323 0.818 -0.331 -0.549 0.212 1.114
C -0.588 1.351 -1.114 -0.042 0.132 -0.453
N 0.797 -0.575 -0.442 0.696 0.548 0.019
H 0.679 1.345 0.549 -0.069 -0.422 0.009
H -1.029 2.313 -0.872 0.428 0.002 0.062
H -0.956 0.936 -2.041 -0.094 -0.491 0.093
H 0.303 -1.263 0.189 -1.006 0.471 0.190
H 0.824 -0.796 -1.438 -0.100 -0.641 0.209
H 1.740 -0.645 -0.052 0.166 0.156 -0.284
```
Positions in Å, forces in eV/Å.

Calculated values
Kohn-Sham gap (eV): 6.006
Energy relative to the best compared isomer or geometry (same formula, charge and spin) (kJ/mol): 262.5
E_tot (hartree): -533.2305
HOMO (eV): -6.3170

Here are the Mulliken charges for atoms 1 to 6, given in e: S -0.7784; H -0.0046; C 0.0584; C -0.6999; N -0.3424; H 0.3312


7.
C2H7NS in the gas phase, computed with ωB97M-V/def2-TZVPD.

```
11
Properties=species:S:1:pos:R:3:forces:R:3
C -0.647 0.154 -0.353 0.040 0.035 0.361
C 0.637 -0.465 0.178 -0.093 -0.448 -0.091
S 1.441 -1.413 -1.170 0.165 0.115 0.064
N -1.395 0.886 0.643 -0.554 0.295 0.150
H -0.420 0.819 -1.177 0.046 0.129 -0.183
H -1.262 -0.650 -0.757 -0.081 -0.106 -0.134
H 1.285 0.282 0.637 0.109 -0.097 -0.213
H 0.379 -1.214 0.930 0.062 0.202 0.155
H 2.653 -0.847 -1.133 -0.049 0.058 0.052
H -1.360 0.560 1.598 0.154 -0.119 -0.182
H -1.312 1.888 0.605 0.202 -0.064 0.021
```
Positions in Å, forces in eV/Å.

Calculated values
Kohn-Sham gap (eV): 9.872
Structure (SMILES): NCCS
Energy relative to the best compared isomer or geometry (same formula, charge and spin) (kJ/mol): 12.1
E_tot (hartree): -533.3259
HOMO (eV): -8.8728

Here are the Mulliken charges for atoms 1 to 6, given in e: C -0.4612; C -0.5821; S -0.2422; N -0.5268; H 0.3401; H 0.2683


8.
2 unconnected molecules or ions with the total composition C2H7NS at a distorted geometry, computed with ωB97M-V/def2-TZVPD.

```
11
Properties=species:S:1:pos:R:3:forces:R:3
S 1.313 4.385 3.558 0.031 0.063 -0.005
H 2.229 4.904 4.384 0.010 -0.042 0.044
C -0.890 -2.005 -1.625 -0.022 -2.447 1.444
C 0.340 -1.733 -2.072 -0.903 1.697 -0.853
N -1.391 -1.684 -0.356 0.673 0.946 -1.599
H -1.433 -2.886 -1.982 -0.008 0.433 -0.774
H 0.654 -2.112 -3.029 0.054 -0.296 -0.068
H 0.745 -0.753 -1.824 0.511 -0.415 0.512
H -0.631 -1.521 0.274 -0.594 0.106 0.820
H -2.280 -2.074 -0.113 0.290 -0.024 0.520
H 1.343 5.478 2.786 -0.041 -0.021 -0.040
```
Positions in Å, forces in eV/Å.

Calculated values
Kohn-Sham gap (eV): 9.334
Structure (SMILES): C=CN.S
Energy relative to the best compared isomer or geometry (same formula, charge and spin) (kJ/mol): 117.6
E_tot (hartree): -533.2856
HOMO (eV): -8.3037

Here are the Mulliken charges for atoms 1 to 6, given in e: S -0.2878; H 0.1438; C 0.1318; C -0.8478; N -0.4729; H 0.2159


9.
2 unconnected molecules or ions with the total composition C2H7NS2 at a distorted geometry, computed with ωB97M-V/def2-TZVPD.

```
12
Properties=species:S:1:pos:R:3:forces:R:3
S 1.985 -0.107 0.400 1.623 2.984 -1.892
S 1.639 -0.612 -1.624 -0.268 1.422 0.168
H 1.506 -1.133 0.891 -1.678 -3.031 1.334
H 1.195 0.672 -1.978 0.294 -1.353 0.386
C -1.887 1.357 1.566 -0.065 0.459 -0.048
C -2.210 0.578 0.549 -1.141 -2.008 -1.401
N -3.353 -0.290 0.484 0.928 0.986 1.029
H -2.421 1.140 2.466 -0.386 0.513 0.634
H -1.283 2.261 1.487 0.307 -0.742 0.096
H -1.626 0.413 -0.382 -0.392 0.907 0.553
H -3.965 -0.484 1.295 0.917 0.272 -0.918
H -3.338 -0.948 -0.265 -0.139 -0.407 0.060
```
Positions in Å, forces in eV/Å.

Calculated values
Kohn-Sham gap (eV): 8.369
Structure (SMILES): C=CN.SS
Energy relative to the best compared isomer or geometry (same formula, charge and spin) (kJ/mol): 144.3
E_tot (hartree): -931.4686
HOMO (eV): -8.1607

Here are the Mulliken charges for atoms 1 to 6, given in e: S -0.1382; S -0.2018; H 0.1446; H 0.1706; C -0.7394; C 0.2086


10.
2 unconnected molecules or ions with the total composition C2H7NS2 at a distorted geometry, computed with ωB97M-V/def2-TZVPD.

```
12
Properties=species:S:1:pos:R:3:forces:R:3
C -0.806 2.011 -0.271 4.137 -1.920 1.159
C -0.140 -0.248 0.315 -1.529 2.862 0.749
N 1.070 -0.554 -0.251 1.548 0.173 0.363
S -1.598 -1.140 -0.328 0.222 1.919 -0.266
S 2.519 -1.217 0.506 -3.164 -1.429 -0.252
H -0.705 2.522 0.679 -0.271 -0.037 -0.086
H -1.711 1.765 -0.648 -2.831 -0.356 -1.014
H -0.006 2.230 -0.993 -0.501 -0.090 0.351
H -0.203 0.101 1.388 0.460 -1.036 -1.363
H 1.051 -0.671 -1.245 0.042 -0.205 -0.271
H -1.329 -2.300 0.174 0.375 -1.412 0.608
H 1.858 -2.498 0.674 1.512 1.532 0.021
```
Positions in Å, forces in eV/Å.

Calculated values
Kohn-Sham gap (spin up / spin down) (eV): 8.111 / 7.979
Energy relative to the best compared isomer or geometry (same formula, charge and spin) (kJ/mol): 387.9
E_tot (hartree): -931.3758
HOMO (spin up / spin down) (eV): -7.8156 / -7.6140

Here are the Mulliken charges for atoms 1 to 6, given in e: C -0.9092; C -0.2966; N -0.2882; S -0.2079; S -0.1428; H 0.2764